one) C3H4O3 | ωB97M-V/def2-TZVPD

Calculated values
E_HOMO (eV): -9.28
Multiplicity: 1

Positions of all 10 atoms, in Å:
1 C 0.08 0.20 1.69
2 O -0.66 -0.09 0.49
3 C -0.09 0.35 -0.62
4 O 0.88 1.01 -0.78
5 C -0.36 -1.16 -1.85
6 O -0.96 -0.01 -1.70
7 H -0.59 -0.09 2.51
8 H 0.99 -0.39 1.72
9 H 0.32 1.26 1.74
10 H -0.78 -1.69 -2.72



two) C3H4O3 | ωB97M-V/def2-TZVPD

Calculated values
E_HOMO (eV): -10.44
Structure (SMILES): CC(=O)C(=O)O
Multiplicity: 1

Positions of all 10 atoms, in Å:
1 C 1.11 0.48 0.07
2 C 0.08 -0.59 -0.02
3 O 0.57 -1.77 -0.24
4 C -1.39 -0.43 0.13
5 O -1.90 -1.46 0.11
6 O -1.80 0.78 -0.21
7 H 1.30 0.96 1.15
8 H 1.99 -0.24 0.15
9 H 1.05 1.00 -0.88
10 H -1.00 1.25 -0.25



three) C3H4O3 | ωB97M-V/def2-TZVPD

Calculated values
E_HOMO (eV): -8.79
Structure (SMILES): O=C=C(O)CO
Multiplicity: 1

Positions of all 10 atoms, in Å:
1 O 0.56 2.26 1.05
2 C 0.52 1.23 0.51
3 C 0.55 0.07 -0.16
4 O 1.69 -0.25 -0.85
5 C -0.56 -0.86 0.25
6 O -1.55 0.10 0.61
7 H 1.50 -0.23 -1.80
8 H -0.29 -1.49 1.11
9 H -0.96 -1.51 -0.55
10 H -1.45 0.67 -0.16



Energies relative to the minimum, kJ/mol: one) 131.7; two) 0.0; three) 11.9



one) C3H4O3 | ωB97M-V/def2-TZVPD

Calculated values
E_HOMO (eV): -9.41
Multiplicity: 1

Positions of all 10 atoms, in Å:
1 O 1.88 0.75 -0.17
2 C 1.37 -0.40 0.46
3 C -0.10 -0.65 0.51
4 O -0.68 0.35 -0.16
5 C -2.06 0.26 -0.36
6 O -2.64 -0.75 -0.58
7 H 1.20 1.07 -0.77
8 H 1.76 -1.33 0.00
9 H 1.73 -0.43 1.50
10 H -2.49 1.27 -0.33



two) C3H4O3 | ωB97M-V/def2-TZVPD

Calculated values
E_HOMO (eV): -11.14
Structure (SMILES): O=C1OCCO1
Multiplicity: 1

Positions of all 10 atoms, in Å:
1 O 2.68 0.04 -0.26
2 C 1.49 0.02 -0.12
3 O 0.72 1.11 0.11
4 C -0.65 0.75 -0.04
5 C -0.62 -0.77 0.15
6 O 0.73 -1.09 -0.18
7 H -1.24 1.25 0.73
8 H -0.98 1.05 -1.03
9 H -0.82 -1.07 1.18
10 H -1.29 -1.30 -0.53



three) C3H4O3 | ωB97M-V/def2-TZVPD

Calculated values
E_HOMO (eV): -9.98
Structure (SMILES): C[C@@]1(O)OC1=O
Multiplicity: 1

Positions of all 10 atoms, in Å:
1 C 0.29 1.20 -0.16
2 C 0.08 -0.26 0.20
3 O 0.92 -0.79 1.17
4 O -1.31 -0.62 0.26
5 C -0.62 -1.11 -0.78
6 O -0.77 -1.79 -1.69
7 H 0.91 1.69 0.74
8 H -0.74 1.59 -0.41
9 H 0.96 1.25 -1.09
10 H 0.28 -1.15 1.76



four) C3H4O3 | ωB97M-V/def2-TZVPD

Calculated values
E_HOMO (eV): -10.02
Structure (SMILES): O=C1OC[C@@H]1O
Multiplicity: 1

Positions of all 10 atoms, in Å:
1 O -1.32 -0.86 1.79
2 C -0.59 -0.65 0.87
3 O 0.38 -1.49 0.34
4 C 0.89 -0.49 -0.57
5 C -0.21 0.44 -0.12
6 O -0.02 1.76 -0.14
7 H 1.90 -0.19 -0.31
8 H 0.86 -0.80 -1.60
9 H -1.22 0.04 -0.65
10 H -0.68 2.23 0.38



Energies relative to the minimum, kJ/mol: one) 329.0; two) 0.0; three) 184.0; four) 174.5



one) NO4S2 | ωB97M-V/def2-TZVPD

Calculated values
E_HOMO (eV): -5.15
Structure (SMILES): O=[N+]([O-])S(=O)(=O)[S-]
Multiplicity: 1
Total charge: -1

Positions of all 7 atoms, in Å:
1 O 1.72 -0.02 0.58
2 N 0.65 -0.52 0.67
3 O 0.32 -1.49 1.30
4 S -0.54 0.33 -0.45
5 O -1.81 -0.29 -0.20
6 O -0.42 1.97 0.32
7 S 0.07 0.01 -2.23



two) NO4S2 | ωB97M-V/def2-TZVPD

Calculated values
E_HOMO (alpha / beta) (eV): -5.28 / -4.12
Multiplicity: 1
Total charge: -1

Positions of all 7 atoms, in Å:
1 N -1.51 -0.45 -0.20
2 O -2.40 0.32 -0.50
3 O 1.09 1.38 -0.98
4 O -1.63 -1.60 0.20
5 O 1.11 1.02 1.47
6 S 2.27 -1.11 -0.13
7 S 1.08 0.44 0.14



Energies relative to the minimum, kJ/mol: one) 94.1; two) 0.0



one) C4H8FN | ωB97M-V/def2-TZVPD

Calculated values
E_HOMO (eV): -9.48
Structure (SMILES): FCC[C@H]1CN1
Multiplicity: 1

Positions of all 14 atoms, in Å:
1 F -1.52 2.61 -0.85
2 C -0.67 1.82 -0.04
3 C -0.58 0.34 -0.43
4 C 0.63 -0.31 0.22
5 C 0.61 -1.60 0.82
6 N 1.19 -1.46 -0.51
7 H 0.36 2.14 -0.15
8 H -1.07 1.88 0.97
9 H -0.48 0.27 -1.47
10 H -1.45 -0.24 -0.25
11 H 1.44 0.40 0.53
12 H 1.24 -1.89 1.67
13 H -0.34 -2.16 0.77
14 H 0.65 -1.79 -1.27



two) C4H8FN | ωB97M-V/def2-TZVPD

Calculated values
E_HOMO (eV): -9.06
Structure (SMILES): FCCN1CC1
Multiplicity: 1

Positions of all 14 atoms, in Å:
1 F 2.56 0.10 0.76
2 C 1.35 0.13 1.34
3 C 0.38 0.77 0.35
4 N 0.12 -0.20 -0.60
5 C -1.10 -0.03 -1.52
6 C -0.89 -1.14 -0.56
7 H 0.80 -0.81 1.62
8 H 1.45 0.88 2.14
9 H -0.61 1.07 0.95
10 H 0.85 1.66 -0.10
11 H -1.77 0.77 -1.16
12 H -0.91 -0.07 -2.64
13 H -0.69 -2.11 -0.97
14 H -1.52 -1.00 0.37



Energies relative to the minimum, kJ/mol: one) 0.0; two) 65.7



one) C6H13NO | ωB97M-V/def2-TZVPD

Calculated values
E_HOMO (eV): -7.80
Structure (SMILES): C=CC/C(C)=C/N.O
Multiplicity: 1

Positions of all 21 atoms, in Å:
1 C 1.24 0.91 2.61
2 C -0.05 0.83 2.19
3 C -0.63 -0.20 1.26
4 C -0.34 0.11 -0.25
5 C -1.10 1.23 -0.96
6 C 0.65 -0.62 -0.75
7 N 1.59 -0.26 -1.74
8 H 1.50 1.78 3.19
9 H 2.07 0.13 2.33
10 H -0.80 1.55 2.54
11 H -0.46 -1.18 1.47
12 H -1.79 -0.01 1.35
13 H -0.93 1.36 -2.10
14 H -2.14 1.26 -0.78
15 H -0.67 2.23 -0.49
16 H 0.81 -1.70 -0.40
17 H 1.53 0.66 -1.97
18 H 1.65 -0.84 -2.69
19 O -0.69 -2.29 -1.99
20 H -0.15 -2.98 -1.46
21 H -1.29 -1.96 -1.34



two) C6H13NO | ωB97M-V/def2-TZVPD

Calculated values
E_HOMO (eV): -8.40
Structure (SMILES): CN(C)C=O.C=CC
Multiplicity: 1

Positions of all 21 atoms, in Å:
1 C -0.66 1.72 0.40
2 N -1.23 0.56 -0.69
3 C -1.86 -0.56 -0.18
4 C -0.67 0.63 -1.91
5 O 0.16 1.43 -2.27
6 H 0.24 2.21 0.07
7 H -0.63 1.38 1.43
8 H -1.50 2.40 0.31
9 H -0.98 -1.05 0.66
10 H -1.95 -1.40 -0.88
11 H -2.82 -0.34 0.29
12 H -1.04 -0.16 -2.59
13 C 0.45 -1.27 1.46
14 C 1.35 -0.36 0.98
15 C 2.08 -0.51 -0.31
16 H 0.51 -2.29 1.09
17 H 0.18 -1.23 2.51
18 H 1.59 0.52 1.57
19 H 1.99 0.39 -0.92
20 H 3.13 -0.71 -0.12
21 H 1.67 -1.34 -0.89



three) C6H13NO | ωB97M-V/def2-TZVPD

Calculated values
E_HOMO (eV): -7.61
Multiplicity: 1

Positions of all 21 atoms, in Å:
1 C -0.59 -1.55 -0.99
2 C 0.26 -2.21 -0.02
3 C 0.39 0.20 -1.95
4 H -1.50 -1.07 -0.66
5 H -0.63 -1.96 -1.99
6 H 0.84 -3.05 -0.43
7 H -0.23 -2.50 0.90
8 H 1.04 -1.45 0.36
9 H 0.77 1.21 -2.01
10 H 1.22 -0.45 -2.19
11 H -0.47 0.13 -2.59
12 C -0.89 2.04 1.76
13 C -0.83 1.34 0.41
14 C 1.31 0.29 0.87
15 N 0.42 0.83 0.09
16 O -1.79 1.30 -0.33
17 H -1.82 2.60 1.82
18 H -0.88 1.29 2.57
19 H -0.04 2.70 1.91
20 H 2.36 0.41 0.62
21 H 1.06 -0.11 1.84



Energies relative to the minimum, kJ/mol: one) 52.0; two) 0.0; three) 244.2



one) C6H13NO | ωB97M-V/def2-TZVPD

Calculated values
E_HOMO (eV): -9.29
Structure (SMILES): [H]/N=C(/C)CC.CC=O
Multiplicity: 1

Positions of all 21 atoms, in Å:
1 H 0.47 -1.83 1.02
2 N 0.19 -2.11 0.06
3 C 0.34 -1.23 -0.82
4 C -0.27 -1.42 -2.18
5 C 1.08 0.15 -0.65
6 C 1.91 0.26 0.62
7 H 0.47 -1.27 -2.95
8 H -0.67 -2.43 -2.25
9 H -1.07 -0.70 -2.33
10 H 0.37 0.97 -0.74
11 H 1.73 0.23 -1.52
12 H 2.46 1.20 0.63
13 H 2.63 -0.56 0.68
14 H 1.29 0.22 1.51
15 C -1.53 1.86 1.25
16 C -1.57 0.37 1.31
17 O -0.89 -0.32 2.04
18 H -2.47 2.25 1.65
19 H -0.70 2.26 1.83
20 H -1.46 2.19 0.22
21 H -2.31 -0.09 0.63



two) C6H13NO | ωB97M-V/def2-TZVPD

Calculated values
E_HOMO (eV): -7.98
Multiplicity: 1

Positions of all 21 atoms, in Å:
1 C 1.77 1.73 -0.86
2 N 0.54 -0.23 1.20
3 C -0.07 0.28 -0.01
4 C 0.35 1.51 -0.45
5 C -2.33 -0.58 1.10
6 C -1.60 -0.05 -0.11
7 C -0.79 -0.96 -0.89
8 H 1.91 2.71 -1.31
9 H 2.47 1.68 -0.03
10 H 2.04 0.91 -1.50
11 H 0.06 -0.46 2.05
12 H 1.36 0.32 1.42
13 H -0.42 2.26 -0.61
14 H -2.46 0.16 1.90
15 H -3.33 -0.92 0.80
16 H -1.81 -1.49 1.41
17 H -2.12 0.78 -0.61
18 H -0.81 -0.75 -1.98
19 H 1.41 -1.79 -0.04
20 H 1.74 -2.66 -1.18
21 O 2.08 -2.45 -0.30



Energies relative to the minimum, kJ/mol: one) 0.0; two) 469.5



one) C5H12N2O | ωB97M-V/def2-TZVPD

Calculated values
E_HOMO (alpha / beta) (eV): -14.54 / -14.04
Multiplicity: 2
<S²>: 0.7568
Total charge: +1

Positions of all 20 atoms, in Å:
1 N 0.19 3.03 0.50
2 C 0.79 1.77 0.25
3 C 0.09 0.65 1.14
4 N 0.22 -0.73 0.71
5 C -1.57 -1.65 -0.60
6 C -0.14 -1.01 -0.68
7 C 0.83 -2.01 -1.29
8 O 1.45 -2.82 -0.67
9 H 0.63 3.48 1.31
10 H -0.77 2.96 0.81
11 H 0.81 1.51 -0.82
12 H 1.87 1.69 0.41
13 H 0.50 0.76 2.15
14 H -0.96 0.86 1.34
15 H 1.17 -1.03 0.95
16 H -2.33 -0.88 -0.68
17 H -1.73 -2.31 -1.46
18 H -1.71 -2.22 0.31
19 H -0.21 -0.12 -1.30
20 H 0.87 -1.94 -2.39



two) C5H12N2O | ωB97M-V/def2-TZVPD

Calculated values
E_HOMO (alpha / beta) (eV): -13.91 / -14.63
Multiplicity: 2
<S²>: 1.5669
Total charge: +1

Positions of all 20 atoms, in Å:
1 C -0.63 -0.72 -0.95
2 N -1.19 0.49 -0.40
3 C -1.94 0.34 0.78
4 C -1.04 0.03 2.03
5 C 0.51 -0.25 -1.81
6 N 1.20 0.77 -1.06
7 C 2.36 0.32 -0.25
8 O 2.15 -0.76 0.46
9 H -1.36 -1.38 -1.42
10 H -0.16 -1.27 -0.14
11 H 0.49 1.37 -0.60
12 H -2.60 -0.54 0.75
13 H -2.53 1.21 1.02
14 H -1.67 -0.45 2.77
15 H -0.19 -0.61 1.87
16 H -0.68 0.96 2.47
17 H 1.22 -1.02 -2.09
18 H 0.18 0.26 -2.72
19 H 3.12 0.10 -1.02
20 H 2.76 1.16 0.31



Energies relative to the minimum, kJ/mol: one) 0.0; two) 312.1



one) C38H45BrN4O4S2Y | ωB97M-V/def2-TZVPD

Calculated values
E_HOMO (eV): -14.52
Multiplicity: 1
Total charge: +3

Positions of all 95 atoms, in Å:
1 Y 0.00 -0.08 -0.22
2 O -2.27 -3.68 -3.59
3 C -1.53 -2.88 -4.42
4 C -1.49 -3.23 -5.76
5 C -0.76 -2.47 -6.66
6 C -0.05 -1.36 -6.22
7 C -0.08 -1.02 -4.88
8 C -0.82 -1.77 -3.97
9 C -0.81 -1.43 -2.50
10 O 0.06 -0.42 -2.13
11 N -2.19 -1.08 -2.08
12 N -2.25 -0.32 -0.95
13 C -3.33 0.31 -0.64
14 C -3.46 1.11 0.54
15 Br -1.81 1.36 1.55
16 C -4.56 1.72 1.02
17 C -5.91 1.54 0.51
18 C -6.78 2.64 0.54
19 C -8.07 2.53 0.06
20 C -8.52 1.31 -0.44
21 C -7.69 0.20 -0.44
22 C -6.39 0.32 0.03
23 H -2.40 -3.28 -2.72
24 H -2.05 -4.11 -6.08
25 H -0.74 -2.76 -7.70
26 H 0.52 -0.77 -6.92
27 H 0.49 -0.17 -4.51
28 H -0.56 -2.36 -1.95
29 H -2.86 -0.87 -2.82
30 H -4.21 0.26 -1.28
31 H -4.44 2.40 1.85
32 H -6.44 3.58 0.96
33 H -8.73 3.38 0.08
34 H -9.54 1.22 -0.81
35 H -8.06 -0.76 -0.77
36 H -5.76 -0.57 0.10
37 O 1.66 0.50 1.05
38 S 1.88 0.77 2.56
39 C 1.23 -0.70 3.46
40 C 2.18 -1.87 3.69
41 C 2.47 -2.72 2.45
42 C 1.37 -3.73 2.11
43 S 0.52 -3.44 0.54
44 O 0.02 -1.99 0.68
45 C 1.90 -3.35 -0.60
46 C 2.38 -4.56 -1.09
47 C 3.39 -4.56 -2.04
48 C 3.89 -3.35 -2.51
49 C 3.40 -2.15 -2.03
50 C 2.40 -2.14 -1.06
51 C 3.63 0.63 2.83
52 C 4.11 1.11 4.04
53 C 5.46 0.99 4.32
54 C 6.31 0.41 3.39
55 C 5.82 -0.04 2.17
56 C 4.47 0.06 1.88
57 H 0.35 -0.99 2.88
58 H 0.89 -0.27 4.40
59 H 1.73 -2.50 4.47
60 H 3.12 -1.51 4.11
61 H 3.40 -3.27 2.62
62 H 2.66 -2.07 1.60
63 H 0.55 -3.74 2.84
64 H 1.74 -4.75 2.03
65 H 1.97 -5.50 -0.74
66 H 3.77 -5.49 -2.42
67 H 4.66 -3.35 -3.27
68 H 3.79 -1.21 -2.40
69 H 2.04 -1.20 -0.69
70 H 3.43 1.57 4.75
71 H 5.85 1.36 5.26
72 H 7.37 0.33 3.61
73 H 6.50 -0.47 1.44
74 H 4.08 -0.28 0.93
75 C 0.90 4.83 -0.94
76 C 0.61 3.50 -0.20
77 N 0.42 2.40 -1.16
78 C -0.70 2.73 -2.06
79 C -0.42 4.03 -2.85
80 N 0.91 4.55 -2.41
81 C 1.98 3.55 -2.73
82 C 1.65 2.24 -1.96
83 H 1.86 5.26 -0.67
84 H 0.13 5.58 -0.75
85 H -0.28 3.60 0.41
86 H 1.44 3.24 0.46
87 H -1.61 2.84 -1.47
88 H -0.84 1.89 -2.75
89 H -1.16 4.80 -2.65
90 H -0.38 3.86 -3.92
91 H 1.11 5.41 -2.91
92 H 2.94 3.97 -2.42
93 H 2.00 3.40 -3.81
94 H 2.47 1.98 -1.29
95 H 1.50 1.42 -2.66



two) C38H45BrN4O4S2Y | ωB97M-V/def2-TZVPD

Calculated values
E_HOMO (eV): -14.61
Multiplicity: 1
Total charge: +3

Positions of all 95 atoms, in Å:
1 Y 0.17 0.17 -0.36
2 O -0.94 -1.67 -5.59
3 C 0.21 -0.93 -5.72
4 C 0.97 -0.94 -6.88
5 C 2.13 -0.17 -6.95
6 C 2.51 0.60 -5.86
7 C 1.74 0.60 -4.71
8 C 0.59 -0.17 -4.62
9 C -0.30 -0.15 -3.39
10 O 0.22 0.62 -2.35
11 N -0.55 -1.52 -2.87
12 N -0.02 -1.83 -1.68
13 C 0.05 -3.05 -1.29
14 C 0.54 -3.41 0.04
15 Br 1.67 -2.06 0.89
16 C 0.38 -4.55 0.71
17 C -0.52 -5.64 0.30
18 C -1.76 -5.39 -0.29
19 C -2.59 -6.44 -0.66
20 C -2.17 -7.75 -0.45
21 C -0.95 -8.00 0.15
22 C -0.13 -6.95 0.53
23 H -1.17 -2.07 -6.43
24 H 0.66 -1.54 -7.72
25 H 2.71 -0.17 -7.85
26 H 3.40 1.22 -5.93
27 H 2.00 1.24 -3.88
28 H -1.28 0.24 -3.69
29 H -0.74 -2.24 -3.55
30 H -0.26 -3.88 -1.92
31 H 0.95 -4.70 1.62
32 H -2.11 -4.37 -0.42
33 H -3.55 -6.24 -1.10
34 H -2.82 -8.57 -0.74
35 H -0.63 -9.02 0.33
36 H 0.82 -7.16 1.01
37 O -0.49 2.11 0.60
38 S -1.37 3.34 0.29
39 C -3.10 2.80 0.36
40 C -3.72 2.55 1.73
41 C -3.23 1.28 2.44
42 C -3.86 0.01 1.87
43 S -2.70 -1.31 1.48
44 O -1.68 -0.62 0.57
45 C -1.89 -1.55 3.04
46 C -0.86 -0.74 3.49
47 C -0.30 -1.00 4.73
48 C -0.78 -2.06 5.50
49 C -1.81 -2.87 5.03
50 C -2.37 -2.62 3.79
51 C -1.24 4.36 1.73
52 C -0.79 3.86 2.94
53 C -0.77 4.70 4.05
54 C -1.19 6.02 3.93
55 C -1.63 6.51 2.71
56 C -1.65 5.69 1.59
57 H -3.13 1.93 -0.30
58 H -3.62 3.61 -0.16
59 H -4.80 2.50 1.59
60 H -3.54 3.42 2.37
61 H -3.48 1.36 3.50
62 H -2.15 1.23 2.38
63 H -4.38 0.18 0.92
64 H -4.58 -0.45 2.55
65 H -0.50 0.08 2.89
66 H 0.50 -0.38 5.10
67 H -0.35 -2.25 6.47
68 H -2.17 -3.69 5.64
69 H -3.16 -3.26 3.40
70 H -0.47 2.82 3.02
71 H -0.43 4.32 5.00
72 H -1.18 6.67 4.79
73 H -1.95 7.54 2.62
74 H -1.97 6.07 0.63
75 C 4.73 1.32 -1.52
76 C 3.42 0.56 -1.20
77 N 2.51 1.40 -0.38
78 C 3.16 1.72 0.90
79 C 4.51 2.44 0.67
80 N 4.67 2.64 -0.81
81 C 3.53 3.46 -1.35
82 C 2.23 2.67 -1.11
83 H 4.85 1.52 -2.58
84 H 5.61 0.79 -1.16
85 H 3.63 -0.35 -0.65
86 H 2.90 0.29 -2.12
87 H 3.32 0.80 1.46
88 H 2.48 2.35 1.48
89 H 5.36 1.85 1.02
90 H 4.55 3.42 1.15
91 H 5.55 3.14 -0.98
92 H 3.73 3.64 -2.40
93 H 3.54 4.42 -0.83
94 H 1.74 2.42 -2.05
95 H 1.54 3.25 -0.51



Energies relative to the minimum, kJ/mol: one) 86.8; two) 0.0



one) C2H11N2O2 | ωB97M-V/def2-TZVPD

Calculated values
E_HOMO (alpha / beta) (eV): -3.59 / -8.17
Multiplicity: 2
<S²>: 0.7526

Positions of all 17 atoms, in Å:
1 C 2.13 -1.17 -0.88
2 N 1.21 -0.30 -0.10
3 C 1.60 0.91 0.17
4 N 0.88 1.86 0.75
5 H 2.76 -0.48 -1.41
6 H 1.51 -1.80 -1.48
7 H 2.88 -1.69 -0.25
8 H 0.19 -0.31 -0.21
9 H 2.45 1.36 -0.27
10 H -0.09 1.65 0.99
11 H 1.29 2.46 1.44
12 H -4.43 0.14 0.29
13 H -3.59 0.30 1.46
14 O -3.59 0.20 0.51
15 H -1.70 -1.79 -0.44
16 H -2.18 -0.46 -0.21
17 O -1.32 -0.87 -0.36



two) C2H11N2O2 | ωB97M-V/def2-TZVPD

Calculated values
E_HOMO (alpha / beta) (eV): -4.46 / -8.42
Multiplicity: 2
<S²>: 0.7530

Positions of all 17 atoms, in Å:
1 C 1.46 -0.05 -0.61
2 N 0.21 0.65 -0.52
3 C -0.13 1.48 -1.57
4 N -1.36 2.14 -1.48
5 H 1.46 -0.80 -1.42
6 H 1.60 -0.70 0.25
7 H 2.32 0.60 -0.77
8 H -0.42 0.34 0.21
9 H 0.51 1.60 -2.43
10 H -1.79 2.05 -0.58
11 H -1.54 2.97 -2.01
12 H -1.03 -0.76 2.50
13 H 0.03 0.25 2.74
14 O -0.75 0.11 2.17
15 H -0.02 -2.64 0.71
16 H -0.56 -3.99 1.30
17 O 0.01 -3.23 1.48



Energies relative to the minimum, kJ/mol: one) 107.2; two) 0.0